ORCA calculation (the ωB97M-V functional and the def2-TZVPD basis) on a structure of composition C44H55CsGeIN13.

Positions of all 115 atoms, in Å:
Cs  -1.356  -0.683  0.725
C  -0.910  1.724  -4.517
C  -2.184  1.162  -4.617
C  -2.976  0.921  -3.510
C  -2.541  1.258  -2.186
C  -1.255  1.894  -2.124
C  -0.468  2.086  -3.239
N  -3.149  0.974  -1.032
C  -4.509  0.759  -0.934
C  -5.464  1.415  -1.729
C  -6.833  1.229  -1.553
C  -7.296  0.375  -0.562
C  -6.385  -0.276  0.260
C  -5.000  -0.101  0.104
N  -4.076  -0.684  0.947
N  -4.532  -1.726  1.623
C  -3.784  -2.115  2.690
C  -4.030  -3.443  3.148
C  -3.370  -3.928  4.246
C  -2.458  -3.095  4.915
C  -2.275  -1.823  4.407
N  -2.896  -1.314  3.340
H  -0.299  1.896  -5.396
H  -2.570  0.893  -5.600
H  -3.947  0.458  -3.637
H  -0.925  2.201  -1.139
H  0.518  2.539  -3.118
H  -5.124  2.108  -2.489
H  -7.529  1.767  -2.189
H  -8.361  0.227  -0.411
H  -6.717  -0.930  1.054
H  -4.736  -4.042  2.588
H  -3.541  -4.945  4.581
H  -1.885  -3.430  5.768
H  -1.567  -1.162  4.905
I  2.169  3.563  6.541
C  0.807  2.695  5.264
C  0.614  1.348  5.058
N  -0.326  1.265  4.105
N  -0.759  2.455  3.669
C  -0.072  3.337  4.372
H  1.101  0.468  5.450
H  -0.647  0.409  3.682
H  -0.226  4.395  4.219
N  1.875  3.003  0.803
C  1.684  3.598  -0.170
N  1.477  4.278  -1.307
C  0.153  4.937  -1.426
C  0.256  6.444  -1.135
C  1.394  6.714  -0.152
C  2.746  6.349  -0.786
C  2.590  5.141  -1.724
H  -0.519  4.450  -0.728
H  -0.234  4.744  -2.428
H  -0.699  6.791  -0.739
H  0.432  7.001  -2.061
H  1.236  6.115  0.749
H  1.397  7.757  0.167
H  3.477  6.129  -0.006
H  3.137  7.193  -1.362
H  3.497  4.542  -1.768
H  2.364  5.461  -2.742
N  -0.672  -1.701  -10.385
C  -0.458  -1.795  -9.263
C  -0.192  -1.916  -7.866
C  1.038  -2.415  -7.440
C  1.303  -2.528  -6.091
C  0.338  -2.161  -5.157
C  -0.889  -1.668  -5.578
C  -1.149  -1.536  -6.928
N  0.606  -2.293  -3.787
C  1.424  -3.245  -3.201
C  1.373  -2.998  -1.866
N  0.557  -1.919  -1.613
C  0.110  -1.518  -2.771
H  1.784  -2.698  -8.168
H  2.267  -2.882  -5.753
H  -1.638  -1.379  -4.851
H  -2.102  -1.143  -7.252
H  1.908  -4.016  -3.775
H  1.856  -3.537  -1.064
H  -0.538  -0.665  -2.959
C  4.281  0.162  1.166
C  3.931  0.355  2.649
C  4.590  1.638  3.152
C  4.417  -0.842  3.463
N  2.487  0.539  2.878
N  1.637  -0.504  2.426
H  5.364  0.062  1.035
H  3.933  1.016  0.579
H  3.825  -0.747  0.763
H  5.674  1.606  3.003
H  4.381  1.775  4.216
H  4.191  2.505  2.614
H  5.508  -0.934  3.401
H  3.959  -1.770  3.116
H  4.123  -0.722  4.508
H  2.194  1.386  2.410
H  1.670  -1.306  3.079
H  1.923  -0.833  1.504
C  3.000  -4.356  1.760
Ge  1.384  -4.456  2.924
C  1.374  -6.340  3.608
C  -0.107  -4.399  1.594
C  1.386  -3.054  4.232
H  2.995  -5.138  0.992
H  3.914  -4.453  2.353
H  3.030  -3.378  1.264
H  1.589  -7.068  2.818
H  0.390  -6.568  4.028
H  2.117  -6.457  4.402
H  -0.231  -5.372  1.106
H  0.095  -3.657  0.812
H  -1.054  -4.142  2.079
H  0.610  -3.306  4.978

Computed properties:
LUMO level (spin up / spin down) in eV: 3.27 / 3.27
Energy above the lowest of the compared OMol25 structures with the same formula, charge and spin in kcal per mole: 11.39
E_HOMO (spin up / spin down) in hartree: -0.0167 / -0.0539
Total charge: -2
Multiplicity: 1